Record 1
C38H36N9O9SiTa | ωB97M-V with the def2-TZVPD basis set

Energy above the lowest of the compared OMol25 structures with the same formula, charge and spin: 213.6 kJ/mol
LUMO: -0.574 eV
DFT total energy: -81258.523 eV
HOMO-LUMO gap: 7.7 eV
F_max: 0.0663 Eh/bohr

Atoms and positions in Å:
Ta 1.26 -0.04 -0.41
C 2.42 -1.68 3.34
C 2.74 -1.32 1.91
O 1.96 -0.42 1.33
C 3.75 -1.93 1.26
C 4.15 -1.63 -0.11
C 4.53 -2.78 -1.00
N 4.32 -0.45 -0.58
N 4.43 0.67 0.11
C 3.56 1.61 0.10
O 2.37 1.46 -0.45
C 3.86 2.86 0.80
C 5.16 3.17 1.18
C 5.41 4.34 1.87
C 4.37 5.20 2.19
C 3.08 4.89 1.81
C 2.82 3.73 1.11
H 1.44 -2.14 3.40
H 2.41 -0.78 3.96
H 3.17 -2.37 3.73
H 4.31 -2.71 1.76
H 5.52 -3.12 -0.71
H 4.58 -2.46 -2.04
H 3.84 -3.61 -0.89
H 5.95 2.48 0.93
H 6.43 4.59 2.15
H 4.58 6.12 2.72
H 2.27 5.57 2.05
H 1.81 3.49 0.80
O 2.74 -1.49 -3.97
C 2.04 -1.53 -2.98
O 1.74 -0.51 -2.24
C 1.39 -2.83 -2.55
C 1.32 -3.89 -3.44
C 0.67 -5.07 -3.08
C 0.09 -5.20 -1.81
C 0.20 -4.17 -0.92
C 0.86 -2.95 -1.24
O 0.95 -2.02 -0.35
N -0.39 -4.23 0.41
O 0.35 -4.43 1.33
O -1.58 -4.02 0.49
N 0.59 -6.16 -4.01
O 1.12 -6.01 -5.09
O 0.01 -7.16 -3.65
H 1.76 -3.78 -4.42
H -0.42 -6.12 -1.56
C 0.30 1.47 3.35
C -0.21 2.12 2.11
C -0.88 3.33 2.18
C -1.34 3.92 1.01
C -1.16 3.28 -0.19
C -0.47 2.05 -0.21
N 0.00 1.52 0.94
N -0.18 1.28 -1.26
Si -0.93 1.52 -2.82
C -0.17 3.03 -3.72
C -2.82 1.75 -2.49
C -0.70 -0.03 -3.89
H -0.44 1.56 4.15
H 1.21 1.98 3.68
H 0.53 0.43 3.16
H -1.03 3.80 3.14
H -1.85 4.87 1.04
H -1.50 3.71 -1.12
H -0.25 3.95 -3.16
H -0.64 3.18 -4.69
H 0.89 2.84 -3.90
H -3.16 2.72 -2.81
H -3.05 1.64 -1.43
H -3.40 1.01 -3.03
H 0.18 0.08 -4.52
H -1.54 -0.20 -4.55
H -0.56 -0.91 -3.29
N -8.94 1.17 4.29
C -8.04 0.81 3.68
C -6.92 0.38 2.92
C -5.68 0.22 3.54
C -4.59 -0.18 2.79
C -4.72 -0.41 1.42
C -5.97 -0.25 0.81
C -7.06 0.13 1.56
N -3.60 -0.76 0.67
C -3.57 -1.49 -0.50
C -2.26 -1.54 -0.87
N -1.49 -0.86 0.03
C -2.32 -0.41 0.93
H -5.58 0.39 4.60
H -3.63 -0.32 3.27
H -6.08 -0.41 -0.25
H -8.03 0.26 1.09
H -4.43 -1.94 -0.93
H -1.83 -2.03 -1.72
H -2.04 0.19 1.78

=====

Record 2
C38H36NOP2SV | ωB97M-V with the def2-TZVPD basis set

Net charge: +1
Energy above the lowest of the compared OMol25 structures with the same formula, charge and spin: 0.0 kJ/mol
LUMO (alpha / beta): -2.374 / -2.310 eV
DFT total energy: -98622.929 eV
HOMO-LUMO gap (alpha / beta): 7.5 / 7.2 eV
F_max: 0.0107 Eh/bohr
Multiplicity: 2

Atoms and positions in Å:
V 0.17 0.05 -0.49
C 1.09 -2.50 -2.47
P 1.88 -1.02 -1.74
C 3.48 -0.83 -2.56
C 3.67 0.27 -3.39
C 4.87 0.42 -4.07
C 5.87 -0.52 -3.93
C 5.68 -1.62 -3.09
C 4.49 -1.78 -2.41
C 2.26 -1.52 -0.03
C 3.05 -0.65 0.74
C 3.33 -0.94 2.07
C 2.82 -2.09 2.65
C 2.03 -2.96 1.90
C 1.74 -2.67 0.57
C -0.38 -2.39 -2.21
C -1.45 -3.10 -2.71
C -2.63 -2.40 -2.33
C -2.23 -1.28 -1.65
C -3.00 -0.06 -1.21
P -1.79 1.32 -1.30
C -2.49 2.73 -0.40
C -3.53 2.61 0.52
C -3.97 3.72 1.22
C -3.38 4.96 1.02
C -2.34 5.08 0.11
C -1.90 3.98 -0.60
C -1.81 1.81 -3.04
C -0.81 1.33 -3.89
C -0.84 1.63 -5.24
C -1.86 2.42 -5.75
C -2.86 2.90 -4.91
C -2.84 2.59 -3.56
N -0.85 -1.28 -1.53
H 1.55 -3.42 -2.09
H 1.30 -2.48 -3.55
H 2.88 1.01 -3.49
H 5.02 1.28 -4.72
H 6.80 -0.40 -4.46
H 6.47 -2.35 -2.98
H 4.35 -2.63 -1.76
H 3.47 0.24 0.28
H 3.94 -0.26 2.65
H 3.04 -2.32 3.68
H 1.63 -3.85 2.35
H 1.10 -3.33 0.01
H -1.40 -4.00 -3.30
H -3.64 -2.66 -2.59
H -3.40 -0.13 -0.20
H -3.84 0.12 -1.88
H -4.02 1.66 0.68
H -4.79 3.62 1.92
H -3.73 5.82 1.57
H -1.88 6.05 -0.06
H -1.09 4.08 -1.32
H -0.02 0.71 -3.48
H -0.07 1.26 -5.90
H -1.89 2.66 -6.80
H -3.66 3.51 -5.31
H -3.62 2.97 -2.90
C 0.73 -0.44 7.94
C 0.32 -0.61 6.50
C 0.27 0.48 5.64
C -0.09 0.33 4.31
C -0.40 -0.94 3.84
C -0.33 -2.05 4.67
C 0.02 -1.87 6.00
S -0.84 -1.19 2.14
C -2.62 -1.21 2.32
O -0.52 0.14 1.45
H 0.76 0.61 8.22
H 1.71 -0.87 8.11
H 0.03 -0.95 8.60
H 0.51 1.47 6.01
H -0.13 1.17 3.63
H -0.55 -3.04 4.29
H 0.06 -2.73 6.65
H -2.96 -0.23 2.67
H -2.88 -1.99 3.03
H -3.04 -1.46 1.34

=====

Q: What is the energy above the lowest of the compared OMol25 structures with the same formula, charge and spin in the first record?
A: 213.6 kJ/mol